Molecular formula: C31H51AsClN4ORuSSi3
Method: DFT, ωB97M-V with the def2-TZVPD basis set

Values from the calculation:
- Charge: +2
- Calculated total energy: -151382.97174 eV
- LUMO (alpha / beta): -5.11 / -7.28 eV
- Multiplicity: 6
- <S²>: 8.764
- HOMO (alpha / beta): -12.272 / -12.381 eV

XYZ file:
```
94
C31H51AsClN4ORuSSi3 ωB97M-V with the def2-TZVPD basis set
Ru 0.299 0.993 0.999
As -0.622 -2.247 -1.605
Cl -7.030 2.696 0.101
S 0.574 1.676 -1.545
Si -1.719 -1.762 -3.708
Si -1.373 -2.865 0.596
Si 1.216 -3.735 -2.145
O -1.629 0.410 0.361
N 0.836 1.332 3.293
N 2.176 2.843 0.787
N -0.940 2.713 1.835
N 2.466 0.080 0.414
C 0.687 2.658 3.603
C 3.541 2.294 0.809
C 2.265 1.132 -1.895
C 2.647 -0.077 -1.039
C -3.888 0.253 -0.227
C 1.413 3.270 4.639
C 2.177 -3.015 -3.563
C -1.296 -4.725 0.536
C 1.638 0.607 4.039
C 1.273 4.663 4.862
C -2.189 2.988 1.684
C -3.018 -2.409 1.278
C 0.727 3.442 -1.182
C -3.298 -0.832 -3.559
C -0.297 4.782 3.031
C -0.210 3.434 2.812
C 2.266 2.448 5.414
C 0.001 -2.199 1.668
C -4.428 2.753 0.820
C 2.343 -3.855 -0.671
C 2.369 1.118 5.128
C 3.556 0.795 1.100
C 0.447 5.399 4.063
C -3.115 2.237 0.891
C -5.153 0.780 -0.309
C 1.903 3.824 -0.277
C -0.467 -0.740 -4.618
C 0.440 -5.361 -2.595
C -5.428 2.050 0.211
C -2.812 0.963 0.346
C -1.958 -3.443 -4.452
H -0.517 -5.551 -2.112
H 0.294 -5.425 -3.672
H -3.688 -0.733 -0.619
H -3.000 -2.878 2.267
H 2.827 2.887 6.229
H -4.642 3.720 1.257
H -0.687 -0.811 -5.686
H 3.431 0.619 2.168
H 2.379 -1.951 -3.452
H -0.368 -5.156 0.172
H -5.953 0.212 -0.762
H -0.542 0.309 -4.326
H 2.897 -2.926 -0.524
H 0.063 -1.106 1.731
H 1.719 -0.444 3.777
H -3.852 -2.840 0.723
H 3.141 -3.528 -3.596
H -0.948 5.385 2.410
H -0.227 3.664 -0.700
H 3.077 -4.635 -0.888
H 0.347 6.463 4.219
H 1.831 5.128 5.663
H 4.163 2.800 1.553
H 3.683 -0.353 -1.274
H -1.449 -5.080 1.559
H 1.686 4.803 0.154
H 0.767 4.005 -2.114
H 0.975 -2.577 1.355
H -2.116 -5.121 -0.066
H -4.130 -1.448 -3.210
H -2.614 3.814 2.260
H -3.179 -1.343 1.399
H 1.123 -6.160 -2.297
H 1.972 3.262 1.686
H 2.947 1.966 -1.774
H -2.694 -3.327 -5.252
H -2.340 -4.191 -3.758
H 4.012 2.488 -0.154
H 2.012 -0.912 -1.340
H -1.037 -3.821 -4.897
H 2.801 3.954 -0.882
H 3.001 0.460 5.707
H 0.559 -1.067 -4.473
H 1.686 -3.171 -4.523
H 1.856 -4.124 0.261
H -3.523 -0.503 -4.577
H -3.225 0.051 -2.931
H 2.316 0.836 -2.943
H 4.533 0.386 0.815
H 2.417 -0.853 0.813
H -0.175 -2.543 2.693
```

Löwdin atomic charge list, values in e, 2 entries:
1. Ru 1.1584
2. As 1.0154